(1)
Below is 2 unconnected molecules or ions with the total composition C5H8O2 in a non-equilibrium geometry, with properties calculated with ωB97M-V/def2-TZVPD.

The geometry in XYZ format:
```
15
Properties=species:S:1:pos:R:3:forces:R:3:lowdin_charge:R:1
C -1.65406 1.16461 0.30625 -0.20 0.41 -0.28 -0.178
O -1.33299 1.67936 -0.73530 -0.45 0.17 0.44 -0.007
C 0.87011 -0.17017 -1.30122 0.16 -0.59 -0.31 -0.212
C -0.24665 -0.91684 -0.66394 -0.21 0.00 0.34 -0.101
C -0.07190 -0.87712 0.65187 0.17 -0.30 -0.11 -0.113
C 1.12517 -0.00074 0.96016 0.04 -0.13 0.21 -0.197
O 1.45480 0.60273 -0.28038 0.09 -0.08 0.04 -0.114
H -2.46704 0.41599 0.38903 0.01 0.18 -0.15 0.092
H -1.18857 1.43293 1.27685 -0.03 0.09 -0.19 0.091
H 0.70254 0.44723 -2.18894 -0.24 -0.12 0.29 0.132
H 1.46997 -1.06174 -1.55839 0.81 0.50 -0.52 0.129
H -0.96015 -1.46060 -1.27138 -0.06 -0.06 0.32 0.127
H -0.61365 -1.44565 1.39611 -0.03 0.12 0.01 0.115
H 0.94194 0.79595 1.69570 0.00 -0.21 -0.12 0.116
H 1.97048 -0.60593 1.32357 -0.06 0.01 0.04 0.121
```
Forces are in eV/Å.

Properties
Energy above the lowest of the compared OMol25 structures with the same formula, charge and spin   265.5 kJ/mol
Multiplicity   1
SMILES   C1=CCOC1.C=O

***

(2)
Below is C3H4N4 in the gas phase in a non-equilibrium geometry, with properties calculated with ωB97M-V/def2-TZVPD.

The geometry in XYZ format:
```
11
Properties=species:S:1:pos:R:3:forces:R:3:lowdin_charge:R:1
C -0.30493 0.01090 -0.50762 -0.41 -2.52 -3.56 -0.344
C -1.22642 0.68500 0.17837 -6.00 2.35 2.17 -0.145
C 0.83132 0.07966 0.19708 -0.63 0.58 1.05 -0.086
H 0.56255 -2.31642 -0.85959 -0.64 2.95 -1.93 0.131
H -2.38514 0.81791 0.11119 2.51 -0.38 -0.61 0.152
H 1.19654 1.43566 1.86917 -2.06 -2.78 -1.61 0.231
H 1.76628 -0.25539 0.00564 2.66 -0.90 -0.54 0.090
N 0.26054 -1.71434 -1.82388 -1.86 -1.04 0.20 0.005
N -0.46685 -0.66941 -1.77304 3.50 -1.89 1.90 0.005
N -0.73213 1.18305 1.29345 -1.36 0.25 0.30 0.016
N 0.49824 0.74339 1.30923 4.28 3.38 2.64 -0.055
```
Forces are in eV/Å.

Properties
Energy above the lowest of the compared OMol25 structures with the same formula, charge and spin   438.7 kJ/mol
Multiplicity   1
SMILES   [H]/N=N\c1cn[nH]c1

***

(3)
Below is a molecular structure, C12H8I2IrN2O4S5, with properties calculated with ωB97M-V/def2-TZVPD.

The geometry in XYZ format:
```
34
Properties=species:S:1:pos:R:3:forces:R:3:lowdin_charge:R:1
Ir -2.17828 0.96368 0.79647 0.07 0.02 -0.33 0.753
C -0.51537 -3.68189 -1.08649 0.03 -0.04 0.02 -0.358
S -2.14156 -4.27869 -1.60990 0.07 0.06 -0.15 0.933
C -3.29760 -3.35130 -0.74386 -0.03 0.24 0.02 -0.967
C -3.26552 -1.99133 -0.36875 -0.15 -0.28 -0.04 -1.077
S -2.11613 -0.87809 -0.85330 0.13 0.24 0.21 0.693
S -4.61792 -1.46526 0.57771 0.04 0.12 0.08 0.880
C -5.56500 -2.92569 0.49494 0.14 0.03 -0.08 -1.472
S -7.02863 -3.08001 1.13280 -0.32 -0.05 0.14 0.713
S -4.73118 -4.20727 -0.33813 -0.01 -0.16 0.04 0.979
H 0.17394 -4.33111 -1.62515 0.00 0.00 0.04 0.048
H -0.39652 -3.83061 -0.01540 0.00 0.03 -0.02 0.060
H -0.34006 -2.64888 -1.36121 0.04 -0.11 -0.04 -0.010
I -3.96010 2.76018 -0.34575 -0.08 0.14 0.00 0.297
I -2.77488 4.76170 0.94268 -0.07 0.00 -0.02 0.218
N -2.31306 0.82465 3.92234 -0.15 -0.19 0.38 0.196
C -2.39878 0.73995 2.77786 0.29 0.17 -0.39 -0.249
H -2.24386 0.83706 4.92129 -0.02 0.00 -0.02 0.121
O 0.06673 0.07391 0.91244 0.21 0.02 0.04 -0.094
C 0.43067 1.15385 0.41084 -0.05 0.15 0.09 -0.600
O -0.45428 2.08544 0.22634 -0.01 -0.44 0.03 -0.223
C 1.83326 1.40107 -0.01014 -0.14 0.05 0.00 -0.131
C 2.20673 2.65712 -0.47249 0.01 0.13 -0.03 0.014
C 3.50439 2.87617 -0.90409 -0.10 0.15 -0.01 0.024
C 4.39130 1.82204 -0.86416 0.26 0.01 -0.07 -0.122
C 4.05010 0.56669 -0.40228 -0.01 -0.12 0.06 0.023
C 2.75277 0.35953 0.03458 0.05 -0.09 0.05 0.012
N 5.78236 2.04887 -1.34724 -0.07 -0.03 -0.07 -0.346
O 6.53674 1.10062 -1.33676 -0.06 -0.01 0.06 0.093
O 6.06205 3.16284 -1.73301 -0.05 -0.01 0.06 0.094
H 1.48147 3.45973 -0.48848 0.01 -0.04 -0.03 0.124
H 3.83080 3.83858 -1.27100 -0.01 -0.03 0.01 0.127
H 4.79159 -0.21856 -0.38939 -0.01 0.01 0.00 0.126
H 2.44384 -0.60499 0.41668 0.02 0.03 -0.04 0.123
```
Forces are in eV/Å.

Properties
Total charge   +1
Multiplicity   5
E_tot   -3562.8073 Ha
Expectation value of S²   6.0342

***

(4)
Below is a gas-phase ion, C2H6N5 (charge +1) in a non-equilibrium geometry, with properties calculated with ωB97M-V/def2-TZVPD.

The geometry in XYZ format:
```
13
Properties=species:S:1:pos:R:3:forces:R:3:lowdin_charge:R:1
C -0.04766 1.63932 -0.75367 0.97 3.08 0.90 -0.088
C 0.42226 -0.43338 -0.88459 -2.51 0.63 3.55 -0.189
N 0.63067 0.70955 -1.42824 -0.42 0.47 -0.59 0.147
N -0.57202 1.26939 0.38819 1.31 -2.31 -2.20 0.080
N -0.59538 -0.10450 0.54724 1.29 -2.06 -2.48 -0.058
N 0.65284 -1.63116 -1.32340 -1.60 -0.50 3.88 0.253
N -0.34272 -0.67659 1.79586 2.01 1.37 -2.32 0.078
H -0.01015 2.78976 -0.92892 -0.11 -2.43 -0.23 0.192
H -0.98549 1.83780 1.03225 -1.46 1.80 2.07 0.139
H 1.03253 -1.72445 -2.17616 1.65 -0.36 -3.81 0.092
H 0.44322 -2.49035 -0.81568 0.06 0.63 0.09 0.159
H 0.48090 -0.24327 2.18770 -0.23 -0.35 0.81 0.104
H -1.10900 -0.94211 2.35942 -0.95 0.03 0.32 0.091
```
Forces are in eV/Å.

Properties
Energy above the lowest of the compared OMol25 structures with the same formula, charge and spin   260.0 kJ/mol
Total charge   +1
Multiplicity   1
SMILES   Nn1[nH]cnc1=[NH2+]

***

(5)
Below is 10 unconnected molecules or ions with the total composition H19O10 in a non-equilibrium geometry, with properties calculated with ωB97M-V/def2-TZVPD.

The geometry in XYZ format:
```
29
Properties=species:S:1:pos:R:3:forces:R:3:lowdin_charge:R:1
O 0.24786 -2.46225 -2.85562 0.18 -1.00 -0.17 -0.150
H 0.02151 -1.87821 -2.05793 0.32 0.33 -1.08 -0.024
H 0.41120 -1.98794 -3.68601 -0.40 0.22 1.01 0.005
O -2.93895 3.28920 0.47447 -0.61 0.85 0.56 -0.080
H -3.12634 2.89094 -0.37160 -0.09 -0.20 -0.33 0.005
H -2.06865 2.92971 0.63072 0.42 -0.06 0.07 0.000
O 3.52821 -0.16085 1.16443 -3.88 -0.85 1.00 -0.049
H 4.39747 0.02738 0.92066 1.40 0.58 -1.71 0.014
H 2.72961 -0.14695 0.54823 2.63 0.50 0.41 0.089
O -0.42676 -0.64556 -1.14516 1.52 -0.48 1.07 -0.368
H -0.74367 -1.09691 0.87013 0.19 -0.31 -0.28 0.001
H -1.31834 -0.82310 -1.37420 -1.31 -0.19 -0.43 -0.012
O -0.23867 -1.62769 1.51068 -0.29 -0.26 0.21 -0.076
H 0.69819 0.34851 0.30205 -0.36 1.47 -0.80 0.028
H -0.46268 -2.53609 1.27873 0.06 0.14 -0.11 0.065
O -2.37926 0.32242 1.66962 0.23 -0.15 0.22 -0.050
H -2.48401 0.75400 0.81756 -0.40 0.25 -0.20 -0.005
H -1.45444 0.49064 1.88795 -0.18 -0.01 0.21 0.021
O -1.72537 1.43821 -0.84853 0.20 -0.25 0.42 -0.143
H -1.10094 0.76633 -0.40435 -0.63 0.99 -1.69 0.011
H -1.42614 1.44519 -1.76726 0.13 -0.18 0.33 0.059
O 0.76241 1.32925 0.52627 0.11 -2.32 -0.24 -0.059
H 0.94690 1.17687 1.44486 0.39 0.66 1.24 0.029
H 1.22528 -1.88642 2.57302 -1.55 0.24 -1.10 -0.051
O 2.10132 -1.78210 2.86387 1.08 -1.12 2.94 -0.048
H 2.65537 -1.36798 2.24129 0.76 0.83 -1.37 -0.054
O 0.92623 0.42195 -3.11047 -0.55 0.50 0.50 -0.131
H 0.44995 0.01490 -2.30451 0.27 0.21 -0.69 -0.019
H 1.55613 -0.21960 -3.41659 0.34 -0.39 0.03 -0.011
```
Forces are in eV/Å.

Properties
Energy above the lowest of the compared OMol25 structures with the same formula, charge and spin   162.5 kJ/mol
Total charge   -1
Multiplicity   1

***

(6)
Below is a gas-phase ion, C5H6I2N3 (charge +1) in a non-equilibrium geometry, with properties calculated with ωB97M-V/def2-TZVPD.

The geometry in XYZ format:
```
16
Properties=species:S:1:pos:R:3:forces:R:3:lowdin_charge:R:1
C 1.14275 0.96275 -0.68989 0.24 -0.56 0.27 -0.104
C -0.25310 0.91348 -0.92743 -3.75 0.27 0.73 -0.334
C -0.33855 -0.59707 0.94058 1.33 1.01 0.28 -0.132
C 1.85432 0.21756 0.21592 1.85 1.59 -1.88 -0.739
C -1.16996 0.14731 -0.13890 4.90 -2.05 3.56 -0.635
N 1.32760 -0.53266 1.18766 -6.60 0.35 -1.52 0.079
N -0.80952 1.77661 -1.85922 1.07 -1.79 1.82 0.162
N -0.78039 -1.34016 1.95482 -1.52 0.71 -1.78 0.156
I 4.00688 0.32045 0.22055 -1.20 -0.06 0.02 0.919
I -3.22171 0.16268 0.09235 0.34 0.04 -0.35 1.027
H 1.53606 1.70060 -1.34986 1.31 0.17 -0.06 0.105
H 1.52012 -1.50948 1.24680 1.09 -0.66 0.11 0.118
H -0.13640 1.91679 -2.56799 0.08 0.83 -1.34 0.101
H -1.77526 1.59372 -2.09808 0.19 0.17 -0.30 0.079
H -0.25128 -1.75007 2.68263 0.97 -0.07 0.47 0.122
H -1.76102 -1.56267 1.99188 -0.31 0.04 -0.04 0.077
```
Forces are in eV/Å.

Properties
Energy above the lowest of the compared OMol25 structures with the same formula, charge and spin   117.3 kJ/mol
Total charge   +1
Multiplicity   1
SMILES   Nc1cc(I)[nH]c(=[NH2+])c1I

***

(7)
Below is a molecular structure, C21H43MgN3O2P, with properties calculated with ωB97M-V/def2-TZVPD.

The geometry in XYZ format:
```
71
Properties=species:S:1:pos:R:3:forces:R:3:lowdin_charge:R:1
Mg -0.40652 0.40564 -0.24892 -0.04 -0.31 0.52 0.661
N -4.54787 0.71675 3.57989 0.08 0.05 -0.08 0.058
C -3.41529 1.68444 3.81835 0.00 -0.01 -0.03 -0.090
C -2.15530 1.11448 3.17862 -0.08 -0.09 -0.07 -0.183
N -2.33031 0.78755 1.77725 0.21 -0.01 -0.05 -0.061
C -3.46514 -0.08868 1.53131 0.08 0.09 0.08 -0.181
C -4.75793 0.46437 2.10499 0.01 0.03 -0.04 -0.081
H -5.40441 1.04977 4.01705 -0.06 0.05 0.01 0.180
H -4.31187 -0.17279 4.02211 -0.02 -0.06 0.06 0.179
H -3.31240 1.82693 4.89215 -0.03 -0.01 0.03 0.135
H -3.70011 2.62455 3.34957 -0.05 0.02 -0.01 0.140
H -1.85065 0.21522 3.72876 0.03 0.01 -0.01 0.127
H -1.36245 1.85283 3.28748 0.04 -0.01 0.00 0.135
H -2.36365 1.64720 1.21278 -0.10 0.02 0.09 0.052
H -3.26606 -1.07669 1.96188 0.04 -0.02 -0.03 0.125
H -3.58536 -0.24766 0.46140 0.02 -0.04 -0.02 0.124
H -5.59242 -0.22556 1.99532 -0.01 -0.02 0.04 0.138
H -5.01447 1.42389 1.65808 -0.03 0.03 0.03 0.141
C -0.62983 4.40569 -1.76571 0.08 -0.11 0.05 -0.058
O -0.31425 3.03740 -1.43357 -0.12 0.00 0.05 -0.170
C -1.00070 2.43492 -0.40929 0.29 0.60 -0.43 -0.445
O -1.83247 3.08871 0.20605 -0.13 -0.07 0.14 -0.056
H 0.00865 5.07559 -1.19196 -0.01 0.02 0.02 0.091
H -1.66964 4.62499 -1.54920 -0.07 0.00 0.00 0.080
H -0.42652 4.51906 -2.82596 0.03 0.00 -0.02 0.088
C 3.62052 -2.56874 -1.22924 0.03 -0.06 0.05 -0.092
C 2.50408 -2.00803 -0.34879 -0.03 0.02 0.11 -0.523
C 2.73539 -2.35787 1.12932 0.06 0.03 -0.02 -0.124
P 2.12587 -0.20725 -0.47319 -0.03 0.10 -0.21 1.030
C 3.38766 0.73988 0.47466 -0.07 0.12 -0.01 -0.538
C 3.09500 2.23595 0.29494 0.05 -0.04 0.00 -0.109
C 4.86136 0.42321 0.22807 0.05 0.04 0.04 -0.092
C 2.19539 0.31834 -2.24886 -0.05 -0.13 -0.03 -0.531
C 1.27708 -0.61512 -3.06130 0.04 0.06 0.02 -0.098
C 3.55843 0.47752 -2.92312 -0.02 -0.02 -0.06 -0.093
H 3.75084 -3.62811 -0.99484 0.01 0.02 -0.03 0.089
H 4.57553 -2.07320 -1.05305 -0.03 -0.02 0.00 0.067
H 3.38951 -2.49749 -2.29027 0.00 0.01 0.02 0.061
H 1.56171 -2.47411 -0.65283 -0.05 -0.02 -0.03 0.100
H 3.75512 -2.11715 1.43447 -0.01 0.02 -0.01 0.075
H 2.58993 -3.42827 1.28439 0.03 0.02 -0.01 0.087
H 2.05117 -1.82987 1.79754 0.04 -0.04 -0.04 0.053
H 3.15944 0.47818 1.51178 0.00 0.01 0.07 0.101
H 3.35428 2.57105 -0.71162 -0.02 -0.01 0.03 0.077
H 3.68756 2.82072 1.00035 0.01 -0.02 -0.02 0.086
H 2.04218 2.47337 0.46313 -0.01 0.01 -0.01 0.057
H 5.16338 0.63054 -0.79726 -0.01 -0.01 0.04 0.065
H 5.10572 -0.61300 0.45327 -0.01 0.00 0.00 0.058
H 5.46945 1.05081 0.88441 0.00 -0.02 -0.03 0.088
H 1.72129 1.30635 -2.22251 -0.02 0.03 -0.01 0.088
H 1.79226 -1.53922 -3.32378 -0.01 0.00 0.01 0.076
H 0.97989 -0.12736 -3.99057 0.03 -0.01 0.00 0.092
H 0.36267 -0.90707 -2.53338 0.00 0.02 0.00 0.048
H 4.17522 -0.41582 -2.82718 -0.02 0.03 -0.02 0.067
H 4.11520 1.32484 -2.52541 -0.01 -0.02 0.00 0.063
H 3.40673 0.66077 -3.99004 0.01 0.01 0.03 0.088
C -2.61723 -0.39689 -2.61213 0.05 -0.10 0.11 -0.043
C -2.29585 -1.46819 -1.60659 -0.03 0.06 0.16 -0.409
C -2.73068 -2.77334 -1.56217 0.00 -0.03 0.07 -0.068
C -2.20221 -3.34401 -0.37112 0.00 0.04 -0.03 -0.071
C -1.46592 -2.35943 0.24981 -0.11 0.11 -0.05 -0.407
C -0.70700 -2.43537 1.54891 -0.14 -0.05 -0.15 -0.055
N -1.52875 -1.19425 -0.49096 0.09 -0.53 -0.29 -0.076
H -2.82129 -0.83306 -3.58973 0.00 0.00 0.01 0.082
H -1.79316 0.31298 -2.74220 0.03 -0.01 -0.02 0.054
H -3.49471 0.19050 -2.32708 -0.01 0.02 0.00 0.072
H -3.35496 -3.26490 -2.29456 0.04 0.03 0.02 0.096
H -2.33100 -4.36058 -0.02452 0.00 0.07 -0.02 0.096
H 0.10934 -3.16029 1.51027 -0.04 0.06 0.00 0.064
H -1.35252 -2.74113 2.37948 0.02 0.03 -0.03 0.073
H -0.27696 -1.46450 1.81508 0.00 0.00 0.01 0.046
```
Forces are in eV/Å.

Properties
Energy above the lowest of the compared OMol25 structures with the same formula, charge and spin   83.6 kJ/mol
Total charge   +1
Multiplicity   1

***

(8)
Below is 2 unconnected molecules or ions with the total composition C7H19NOSi2 in a non-equilibrium geometry, with properties calculated with ωB97M-V/def2-TZVPD.

The geometry in XYZ format:
```
30
Properties=species:S:1:pos:R:3:forces:R:3:lowdin_charge:R:1
C -2.84635 -0.63514 -0.47396 -3.21 3.00 0.71 -0.366
C -3.01637 -1.71613 0.54333 -3.02 -0.94 -0.24 -0.355
C -2.38152 -1.12576 -1.79578 1.80 -1.10 1.18 -0.335
C 1.63235 0.47457 -1.56506 -0.44 -1.03 0.34 -0.135
C 2.66162 0.18504 2.35302 -1.68 3.45 -1.12 -0.137
C 1.54547 2.91970 0.75670 -0.12 -3.19 -0.37 -0.128
C -0.60043 0.94845 1.78847 2.47 0.02 0.71 -0.157
N -1.85115 -2.48752 0.35134 1.72 -0.84 -0.02 -0.238
O 1.10280 0.17141 -0.27296 0.13 -1.03 -0.78 -0.391
Si -0.84538 -2.11989 -1.07987 -0.70 -0.93 0.74 0.792
Si 1.28476 0.99171 1.12021 -1.06 0.30 1.40 0.566
H -3.72576 0.10925 -0.44730 0.54 -1.30 -0.45 0.135
H -2.12793 0.01865 -0.04393 1.14 0.44 0.16 0.029
H -3.13560 -1.36073 1.60293 0.15 -0.04 -0.98 0.118
H -3.99091 -2.36295 0.30531 1.63 1.23 0.49 0.141
H -2.97650 -1.87533 -2.27087 -0.80 -0.38 -0.40 0.049
H -2.04809 -0.38869 -2.48277 0.02 0.79 -0.61 0.038
H 0.75133 0.66547 -2.18480 0.31 0.12 -0.31 0.073
H 2.18129 -0.43371 -2.02102 -0.48 1.67 0.92 0.110
H 2.17428 1.40084 -1.38994 0.65 -0.17 -1.02 0.055
H 2.88142 1.11985 2.93887 0.52 -0.97 -0.36 0.029
H 2.35487 -0.53479 3.03797 -1.21 -1.21 1.14 -0.017
H 3.49435 -0.25370 1.87200 1.12 0.14 -0.77 -0.002
H 0.58020 3.32813 0.67206 -1.31 0.64 0.31 0.009
H 2.08933 3.26685 1.56896 0.87 1.18 1.52 -0.008
H 2.03375 3.16914 -0.14934 0.83 0.08 -0.85 0.003
H -0.65662 1.64953 2.64540 -0.25 -0.28 -0.47 0.026
H -1.16370 1.31081 0.92994 -0.19 -0.08 0.30 0.008
H -0.86530 -0.06377 2.14725 -0.14 0.51 -0.45 0.022
H -1.70276 -3.06920 1.17358 0.72 -0.08 -0.71 0.067
```
Forces are in eV/Å.

Properties
Energy above the lowest of the compared OMol25 structures with the same formula, charge and spin   352.5 kJ/mol
Multiplicity   1